106
Properties=species:S:1:pos:R:3:mulliken_charge:R:1 method="wB97M-V/def2-TZVPD" lumo_ev=-2.9824 max_force_ev_per_a=7.252 homo_energy_ev=-9.89 homo_lumo_gap_ev=6.91 charge=+1
C 1.13591 -0.42761 5.50495 -1.1601
C 0.32596 0.70801 4.79159 -0.6010
P 0.71694 1.05254 3.02136 -0.0651
C 0.97679 -0.49166 2.04018 -0.3594
C 2.11735 -0.23828 1.01601 -1.1219
N 2.11085 2.16365 2.83571 0.0220
C 1.86368 3.36518 1.98432 -0.3262
C 0.77724 4.29293 2.56008 -0.4955
C 1.43405 5.53860 3.25874 -0.6761
N 1.35826 6.77274 2.48393 -0.6414
C 3.27799 2.00694 3.32827 -0.0811
N 3.65803 0.87298 4.10066 0.0130
C 5.14168 0.96932 4.33685 -0.9524
C 5.50569 1.85071 3.10384 0.1119
C 6.91429 2.36920 2.94406 -0.9864
C 7.11321 2.93464 1.52545 -0.0519
C 6.69221 4.39313 1.36857 -1.1672
Br 8.93646 2.64555 0.86085 -0.1150
N 4.40691 2.86204 3.20654 -0.0228
H 1.76013 0.02710 6.28412 0.3347
H 1.84367 -0.85876 4.79710 0.3184
H 0.50799 -1.17487 5.98499 0.2948
H -0.71950 0.38246 4.77926 0.4544
H 0.32829 1.61919 5.39540 0.3977
H 1.13739 -1.39237 2.63898 0.5262
H 0.05185 -0.63789 1.47642 0.3514
H 3.03716 -0.08786 1.58544 0.3135
H 2.16884 -1.09568 0.34667 0.5256
H 1.86689 0.64860 0.42721 0.0750
H 1.46729 2.95113 1.04868 -0.1650
H 2.79078 3.87050 1.72347 0.5268
H 0.11074 3.77552 3.25363 0.2119
H 0.15322 4.61061 1.72130 0.5054
H 0.98350 5.65196 4.24546 0.3749
H 2.50080 5.30361 3.36238 0.2482
H 1.70914 6.63000 1.54393 0.2486
H 0.38672 7.06124 2.44314 0.2677
H 3.26447 1.09885 5.01938 0.2232
H 5.48089 -0.06373 4.30471 0.4123
H 5.45014 1.52775 5.22737 0.3563
H 5.16610 1.22294 2.26635 0.3567
H 7.58513 1.50749 3.02983 0.4812
H 7.21780 3.06711 3.73061 0.3611
H 6.48183 2.35685 0.84814 0.3671
H 6.59710 4.61128 0.30039 0.3830
H 7.43685 5.09313 1.75428 0.3699
H 5.71722 4.58830 1.82072 0.2035
H 4.49714 3.19285 4.17673 0.3517
O 0.10261 1.15350 -1.58399 -0.5700
P -0.86840 1.69563 -2.61381 0.5522
N -2.02453 0.41949 -2.55460 0.4094
C -2.89272 -0.02590 -3.62904 -0.4305
C -2.67401 0.23646 -1.25474 -0.3653
N 0.15846 1.50735 -3.98611 0.1822
C -0.24297 0.85116 -5.21827 -1.2462
C 1.56508 1.21516 -3.73160 -0.9109
N -1.89638 2.77914 -3.53348 -0.0661
C -1.18120 3.98584 -4.03190 -1.0748
C -3.03614 3.31238 -2.74628 -1.0510
H -3.69874 0.67885 -3.87861 0.2730
H -3.36624 -0.96898 -3.34783 -0.0034
H -2.34850 -0.25014 -4.54145 0.1466
H -3.35774 1.05907 -1.00149 0.2445
H -1.92958 0.17558 -0.45766 -0.2019
H -3.23866 -0.69443 -1.22114 0.1249
H -0.27852 -0.23897 -5.10636 0.3156
H 0.47084 1.07804 -6.01524 0.4404
H -1.20246 1.21721 -5.58206 0.3504
H 1.72038 0.16531 -3.45385 0.2708
H 1.95906 1.84793 -2.94000 0.2352
H 2.16039 1.42753 -4.62282 0.3297
H -0.74630 4.56710 -3.21349 0.3410
H -1.87285 4.62435 -4.58294 0.4218
H -0.38582 3.73066 -4.72460 0.3040
H -2.70930 3.77611 -1.81192 0.3439
H -3.76019 2.53436 -2.50894 0.2485
H -3.58070 4.05505 -3.32766 0.4053
O -3.43040 -3.06053 -1.58681 -0.4635
P -3.73560 -4.49663 -1.22672 0.5244
N -2.45459 -5.24493 -2.11465 0.1194
C -2.45528 -6.57673 -2.69011 -0.7801
C -1.11033 -4.85536 -1.69011 -0.9512
N -5.21622 -4.62588 -2.09809 0.1563
C -5.52397 -5.69909 -3.02677 -1.2358
C -5.80616 -3.38587 -2.59467 -0.9501
N -4.14029 -5.94379 -0.32236 -0.0589
C -5.40750 -5.81716 0.44827 -1.0766
C -3.11687 -6.30718 0.68856 -1.0628
H -2.40521 -7.38794 -1.95030 0.2925
H -1.59296 -6.69345 -3.34980 0.3866
H -3.31592 -6.75634 -3.32670 0.1919
H -0.84352 -5.24969 -0.69956 0.2435
H -1.02586 -3.76773 -1.64309 0.1452
H -0.35619 -5.19635 -2.39961 0.4157
H -4.98674 -5.58346 -3.97582 0.3131
H -6.59386 -5.70610 -3.25262 0.4140
H -5.31618 -6.68043 -2.60078 0.3622
H -5.29288 -3.02080 -3.49263 0.2956
H -5.77855 -2.60792 -1.83606 0.2934
H -6.85920 -3.54262 -2.83942 0.3232
H -5.36862 -4.98767 1.16017 0.3549
H -5.59937 -6.73954 0.99812 0.4098
H -6.26450 -5.66570 -0.19972 0.3059
H -2.88623 -5.47405 1.35788 0.3604
H -2.19048 -6.64029 0.22229 0.2499
H -3.46266 -7.14678 1.28995 0.4016

***

20
Properties=species:S:1:pos:R:3:nbo_charge:R:1 method="wB97M-V/def2-TZVPD" smiles=CCCC.O.O e_above_lowest_kcal_mol=31.2 lumo_ev=0.9304 max_force_ev_per_a=7.104 homo_energy_ev=-11.07 homo_lumo_gap_ev=12.00
C 2.55410 -0.74839 -1.50192 -0.6109
C 1.87991 0.33554 -0.58394 -0.4057
C 0.41236 0.20742 -0.33039 -0.3758
C -0.05106 1.57477 0.38464 -0.6155
H 2.10948 -1.76326 -1.35307 0.1995
H 3.59344 -0.82673 -1.22378 0.2106
H 2.46293 -0.58722 -2.57841 0.2087
H 2.08163 1.28679 -1.12317 0.1993
H 2.40646 0.42389 0.42111 0.1968
H 0.13894 -0.65557 0.35562 0.1710
H -0.19580 0.19170 -1.27073 0.2077
H 0.17037 1.29558 1.38814 0.1817
H -1.12395 1.62092 0.28030 0.2155
H 0.40599 2.46720 -0.03634 0.2199
O -4.19992 -1.14553 0.34655 -0.9724
H -3.88761 -0.87407 1.13119 0.4863
H -4.64194 -2.04302 0.23446 0.4856
O -1.72890 -0.32498 1.99118 -0.9455
H -1.16220 -0.94913 1.51764 0.4682
H -1.22424 0.51408 1.95092 0.4748

***

24
Properties=species:S:1:pos:R:3:nbo_charge:R:1 method="wB97M-V/def2-TZVPD" smiles="c1cncc(OCC2=NCCN2)c1" e_above_lowest_kcal_mol=154.0 lumo_ev=0.3075 max_force_ev_per_a=6.729 homo_energy_ev=-8.78 homo_lumo_gap_ev=9.09
C -3.40561 -1.27135 0.48679 -0.2541
C -4.15961 -0.18014 0.14139 0.0085
N -3.81103 1.10334 -0.27060 -0.4037
C -2.53613 1.34607 -0.47572 0.0216
C -1.61265 0.23874 -0.20700 0.2438
O -0.19423 0.53616 -0.04841 -0.4990
C 0.55471 -0.55820 0.03975 -0.1162
C 2.01668 -0.24620 0.07887 0.3911
N 2.78510 -0.70108 -0.93757 -0.4696
C 4.31861 -0.64015 -0.35853 -0.3082
C 3.95098 0.82689 0.32799 -0.2203
N 2.48422 0.68861 1.04854 -0.6390
C -1.95382 -1.13654 0.08444 -0.2658
H -4.06427 -2.05778 0.39695 0.2309
H -5.25710 -0.28929 0.55076 0.1939
H -1.90838 2.12291 -0.96134 0.2234
H 0.25916 -1.30608 -0.66240 0.1858
H 0.46656 -1.20413 0.89933 0.1817
H 4.63122 -1.24340 0.54762 0.2270
H 4.83775 -0.42494 -1.43985 0.2468
H 4.70346 0.93174 1.11630 0.1929
H 3.90427 1.57669 -0.36852 0.1875
H 1.84234 1.62084 0.75998 0.3963
H -1.10814 -1.92667 -0.04202 0.2448

***

20
Properties=species:S:1:pos:R:3:nbo_charge:R:1 method="wB97M-V/def2-TZVPD" smiles="NCCc1cc(=O)c(O)co1" e_above_lowest_kcal_mol=101.9 lumo_ev=0.3938 max_force_ev_per_a=7.774 homo_energy_ev=-8.93 homo_lumo_gap_ev=9.33
N 1.89482 -0.04166 -2.23791 -0.8561
C 2.27079 -0.69867 -0.94407 -0.2170
C 1.02899 -1.45040 -0.40659 -0.4617
C -0.13980 -0.50927 -0.01486 0.4097
C -1.30694 -0.13666 -0.48782 -0.4115
C -2.13063 0.71009 0.19340 0.4456
O -3.32401 0.94502 0.10944 -0.6137
C -1.78548 1.07395 1.65833 0.1681
O -2.85594 1.30757 2.59620 -0.6643
C -0.42781 0.92478 1.82715 0.0853
O 0.31131 0.22803 0.99423 -0.4624
H 1.24040 0.77606 -2.00105 0.3626
H 2.72161 0.37883 -2.67923 0.3669
H 2.56681 0.06523 -0.25350 0.1879
H 2.88591 -1.75805 -0.84797 0.2140
H 0.64439 -2.03738 -1.37451 0.2442
H 1.45200 -1.99718 0.49858 0.2412
H -1.83498 -0.52685 -1.37595 0.2502
H -3.53939 1.79165 1.88655 0.5138
H 0.32793 0.95491 2.85957 0.1970

***

65
Properties=species:S:1:pos:R:3:nbo_charge:R:1 method="wB97M-V/def2-TZVPD" lumo_ev="-0.4548 / -2.0010" max_force_ev_per_a=0.362 multiplicity=5 s2=6.098 homo_energy_ev="-5.14 / -7.26" homo_lumo_gap_ev="4.69 / 5.26"
Rh -0.96556 -0.27976 0.69524 0.7805
C 1.69919 -3.79849 0.65265 -0.2580
C 1.24181 -2.47304 0.76531 0.0927
N 0.00438 -2.12544 0.49693 -0.4527
C -0.88475 -3.08259 0.07119 0.2265
C -0.51755 -4.43482 -0.01730 -0.1071
C 0.82300 -4.77288 0.27875 -0.1085
C -1.49532 -5.39636 -0.37255 -0.1994
C -2.78351 -5.00059 -0.60027 -0.1908
C -3.15729 -3.64687 -0.54453 -0.2220
C -2.22138 -2.66407 -0.26849 0.1166
N -2.42062 -1.30463 -0.20977 -0.4538
C -3.49499 -0.55576 -0.58399 0.1373
C -4.53483 -0.96122 -1.48771 -0.2235
C -5.55830 -0.09821 -1.76477 -0.2370
C -5.60166 1.17470 -1.17749 -0.1497
C -4.56904 1.64534 -0.33609 -0.0822
C -4.55073 2.92110 0.24171 -0.2323
C -3.45360 3.28553 1.05386 -0.2783
C -2.42720 2.41317 1.23988 0.0115
N -2.41072 1.15872 0.67752 -0.5454
C -3.48075 0.76548 -0.07492 0.1630
H 2.73156 -4.01775 0.88445 0.2336
H 1.90411 -1.68588 1.10052 0.2389
H 1.13393 -5.80810 0.20927 0.2201
H -1.21267 -6.43944 -0.42856 0.2177
H -3.54118 -5.73934 -0.82645 0.2212
H -4.19263 -3.38208 -0.68675 0.2266
H -4.46988 -1.90821 -1.99948 0.2132
H -6.33535 -0.39173 -2.45800 0.2165
H -6.42797 1.83963 -1.39648 0.2083
H -5.37038 3.60430 0.06541 0.2066
H -3.40826 4.25801 1.52377 0.2214
H -1.56656 2.65902 1.84709 0.2199
C 2.95493 1.02181 -2.78797 -0.6532
C 3.44921 0.71060 -1.41012 0.1946
C 4.72692 0.27461 -1.20311 -0.2517
C 5.20107 -0.03684 0.06082 -0.2383
C 4.29823 -0.00987 1.16420 -0.0030
C 4.72118 -0.44251 2.42733 -0.2351
C 3.86239 -0.42122 3.50291 -0.2097
C 2.55743 0.00838 3.32288 -0.2258
C 2.08015 0.43430 2.07842 -0.1959
S 0.39576 0.97587 2.05980 -0.2631
C 2.96850 0.44415 0.98477 0.1205
N 2.57207 0.90323 -0.30999 -0.4503
H 3.75443 0.82210 -3.49800 0.2277
H 2.65591 2.06724 -2.90870 0.2175
H 2.09957 0.40439 -3.05752 0.2260
H 5.36611 0.16143 -2.06910 0.2171
H 6.22733 -0.33579 0.21895 0.2074
H 5.74312 -0.78365 2.53769 0.2097
H 4.19572 -0.74735 4.47971 0.2153
H 1.86206 0.00996 4.15125 0.2262
Cl -0.10402 0.62596 -1.67092 0.0857
C 0.57654 2.10895 -1.08399 0.0481
C 1.79623 2.09764 -0.40451 0.0824
C 2.26550 3.30139 0.11411 0.0222
Cl 3.81752 3.35706 0.85156 0.0626
C 1.50206 4.46399 0.03151 -0.1002
Cl 2.06493 5.92099 0.74498 0.0699
C 0.29341 4.45646 -0.66180 -0.0742
Cl -0.63416 5.89285 -0.79993 0.0727
C -0.15710 3.27742 -1.25237 -0.1134
Cl -1.59836 3.27869 -2.18275 0.0772

***

68
Properties=species:S:1:pos:R:3:nbo_charge:R:1 method="wB97M-V/def2-TZVPD" lumo_ev="-3.5129 / -3.4084" max_force_ev_per_a=0.549 multiplicity=6 s2=8.794 homo_energy_ev="-10.58 / -10.62" homo_lumo_gap_ev="7.06 / 7.21" charge=+1
Mn 0.67998 0.94772 0.38184 1.6143
C 0.26999 0.73442 4.55687 -0.3353
C -0.26282 0.63097 3.27839 0.0139
N 0.67411 0.93683 2.37978 -0.3753
N 1.80685 1.23528 3.04723 -0.2847
C 1.58614 1.12041 4.35911 0.0369
B 3.07899 1.65439 2.26893 0.5255
N 3.39794 0.50401 1.28928 -0.2932
C 4.54244 -0.14071 1.04863 0.0497
C 4.34373 -1.02872 0.00416 -0.3335
C 3.01453 -0.85698 -0.35688 0.0304
N 2.45327 0.06224 0.43201 -0.3888
N 2.75116 2.91375 1.44959 -0.3093
C 3.27823 4.14637 1.51400 0.0170
C 2.66596 4.93581 0.56240 -0.3388
C 1.74894 4.08457 -0.05614 -0.0043
N 1.81096 2.86964 0.47850 -0.4079
H -0.22779 0.56296 5.49407 0.2466
H -1.25593 0.36796 2.95456 0.2321
H 2.37611 1.32919 5.06047 0.2379
H 3.98704 1.84180 3.01846 -0.0120
H 5.41822 0.07367 1.63746 0.2366
H 5.05915 -1.70692 -0.42417 0.2498
H 2.43135 -1.34617 -1.11814 0.2362
H 4.05107 4.37269 2.22914 0.2328
H 2.85934 5.97162 0.34936 0.2447
H 1.05646 4.28836 -0.85748 0.2187
C -5.21744 4.25975 0.20179 -0.2609
O -4.83224 3.96781 -1.13900 -0.4591
C -3.72168 3.26171 -1.34697 0.4126
C -3.40435 3.02826 -2.70576 -0.2807
C -2.29204 2.31707 -3.01461 -0.1141
C -1.41401 1.80295 -2.01890 -0.2798
C -0.25453 1.06178 -2.37596 0.6045
C 0.03668 0.60131 -3.77204 -0.6889
O 0.63025 0.70097 -1.54236 -0.6891
C -1.75224 2.04416 -0.65244 0.4299
O -1.05879 1.59287 0.36698 -0.7299
C -2.90851 2.77213 -0.34305 -0.3872
H -6.12458 4.84979 0.12585 0.2167
H -4.44490 4.83824 0.71042 0.1885
H -5.42216 3.34138 0.75412 0.1873
H -4.06089 3.42594 -3.46591 0.2420
H -2.06313 2.15343 -4.05582 0.2210
H -0.62113 0.99236 -4.53640 0.2298
H -0.03909 -0.48846 -3.77008 0.2582
H 1.07012 0.85398 -4.00665 0.2542
H -3.12603 2.92701 0.70272 0.2408
O -1.39280 -1.85427 0.03080 -0.1539
N -0.47759 -1.32655 0.47171 0.1450
N -0.17279 -4.44289 2.96663 -0.7842
C 0.15934 -4.26876 1.66789 0.3104
S 1.49001 -3.31904 1.29008 -0.2703
N -0.66361 -4.88296 0.79544 -0.5913
C -0.69286 -4.96317 -0.61993 0.2282
C -1.81320 -5.59784 -1.15735 -0.2634
C -1.95748 -5.73754 -2.52481 -0.1860
C -0.98232 -5.24608 -3.38139 -0.2264
C 0.13330 -4.62539 -2.84546 -0.1792
C 0.29106 -4.47842 -1.47304 -0.2876
H 0.37816 -3.95237 3.64787 0.4238
H -1.03148 -4.87801 3.25910 0.3909
H -1.42842 -5.39081 1.21564 0.3903
H -2.58022 -5.98650 -0.49592 0.2076
H -2.83322 -6.23498 -2.91933 0.2241
H -1.08765 -5.35737 -4.45184 0.2222
H 0.91202 -4.25532 -3.50023 0.2144
H 1.17502 -4.01135 -1.07322 0.2495

***

Number 1: E_tot -143875.6156 eV. Number 2: E_tot -8469.0072 eV. Number 3: E_tot -16022.2380 eV. Number 4: E_tot -15032.7327 eV. Number 5: E_tot -117998.4368 eV. Number 6: E_tot -90792.7447 eV.